C4H7ClS | the ωB97M-V functional and the def2-TZVPD basis

As for the maximum force: 0.0224 hartree/bohr. The molecular weight comes out at 122.62 g/mol. For the HOMO-LUMO gap, the calculation gives 9.432 eV. The calculation puts the energy relative to the best compared isomer or geometry (same formula, charge and spin) at 59.2 kcal per mole. As for the calculated total energy: -27616.1416 eV. As for the SMILES: CC1C=C1.SCl. Its HOMO energy is -9.44 eV.

```
! wB97M-V def2-TZVPD RIJCOSX def2/J DEFGRID3
* xyz 0 1
C 1.9354 0.8327 0.4169
C 0.5991 0.2174 0.0648
C 0.2941 -1.2141 0.4008
C 0.5224 -0.9637 -0.8545
H 1.8830 1.3330 1.3824
H 2.2219 1.5687 -0.3319
H 2.7096 0.0691 0.4631
H -0.2162 0.9389 0.0588
H 0.0694 -1.8996 1.1806
H 0.6162 -1.3114 -1.8534
S -3.3018 0.8537 -0.1814
Cl -4.8280 -0.4453 0.1126
H -2.5051 0.0207 -0.8589
*
```